# 1
# C37H48N9O3Sr

C37H48N9O3Sr as an isolated structure (ωB97M-V/def2-TZVPD, the OMol25 dataset).

ORCA input file:
```
! wB97M-V def2-TZVPD RIJCOSX def2/J DEFGRID3
* xyz -1 1
Sr -0.14 0.19 0.84
C -1.85 -2.03 -2.98
O -2.97 -2.45 -2.22
C -2.65 -3.15 -1.06
C -3.23 -4.39 -0.90
C -2.98 -5.15 0.24
C -2.12 -4.66 1.19
C -1.51 -3.40 1.06
C -0.59 -2.97 2.09
N 0.04 -1.85 2.11
N 0.86 -1.67 3.20
C 1.57 -0.56 3.14
O 1.65 0.25 2.15
C 2.40 -0.28 4.36
C 3.33 0.74 4.32
C 4.11 1.03 5.44
C 3.95 0.28 6.60
C 3.02 -0.74 6.64
C 2.24 -1.02 5.53
C -1.80 -2.57 -0.07
O -1.34 -1.38 -0.21
H -2.23 -1.41 -3.79
H -1.33 -2.90 -3.42
H -1.15 -1.46 -2.37
H -3.89 -4.76 -1.68
H -3.45 -6.12 0.36
H -1.89 -5.24 2.08
H -0.41 -3.67 2.91
H 3.42 1.32 3.41
H 4.83 1.83 5.40
H 4.56 0.51 7.47
H 2.88 -1.32 7.55
H 1.50 -1.81 5.55
C 3.71 -1.82 -3.55
N 2.56 -1.13 -3.01
C 1.61 -0.64 -3.98
C 2.35 -0.96 -1.66
N 1.71 0.04 -1.15
C 1.61 1.28 -1.79
C 2.76 1.91 -2.28
C 2.72 3.19 -2.81
C 1.52 3.88 -2.84
C 0.37 3.27 -2.36
C 0.38 1.97 -1.85
N -0.76 1.38 -1.31
C -1.94 1.45 -1.86
N -3.08 1.21 -1.16
C -4.20 0.51 -1.76
C -3.13 1.22 0.29
N -2.19 1.75 -3.20
C -3.17 2.76 -3.54
C -1.29 1.41 -4.27
N 2.86 -1.99 -0.89
C 2.34 -3.32 -1.16
C 3.23 -1.76 0.49
H 4.23 -1.17 -4.27
H 3.42 -2.74 -4.07
H 4.40 -2.07 -2.75
H 1.93 0.31 -4.44
H 0.65 -0.50 -3.49
H 1.49 -1.39 -4.77
H 3.70 1.38 -2.20
H 3.63 3.66 -3.17
H 1.47 4.89 -3.23
H -0.56 3.82 -2.35
H -4.04 0.34 -2.82
H -5.12 1.08 -1.61
H -4.31 -0.47 -1.28
H -2.39 1.90 0.71
H -2.96 0.22 0.71
H -4.12 1.56 0.60
H -3.73 3.05 -2.65
H -3.87 2.40 -4.29
H -2.68 3.66 -3.94
H -0.63 0.62 -3.95
H -0.68 2.25 -4.60
H -1.88 1.04 -5.12
H 2.03 -3.41 -2.20
H 1.47 -3.53 -0.52
H 3.11 -4.07 -0.95
H 3.31 -0.69 0.68
H 4.19 -2.24 0.69
H 2.48 -2.16 1.18
C -0.36 3.83 1.00
C -0.97 3.22 2.22
C -1.62 3.88 3.25
C -2.02 2.88 4.17
C -1.58 1.68 3.65
C -1.72 0.32 4.27
N -0.95 1.86 2.45
H -0.12 4.87 1.18
H -1.02 3.79 0.13
H 0.57 3.31 0.73
H -1.78 4.95 3.33
H -2.54 3.02 5.11
H -2.50 0.32 5.03
H -0.78 0.01 4.75
H -1.97 -0.44 3.52
*
```

Values from the calculation:
Gap between HOMO and LUMO   0.210 Eh
LUMO   2.290 eV
ΔE to the lowest compared entry with this formula, charge and spin   29.7 kcal per mole
Highest occupied orbital energy   -3.417 eV

=====

# 2
# C26H21F5N6SV

C26H21F5N6SV as an isolated structure (ωB97M-V/def2-TZVPD, the OMol25 dataset).

ORCA input file:
```
! wB97M-V def2-TZVPD RIJCOSX def2/J DEFGRID3
* xyz 0 2
V 1.05 -0.32 -1.05
C 2.07 2.97 5.10
C 1.54 2.38 3.83
C 0.39 2.87 3.21
C -0.08 2.33 2.04
C 0.58 1.25 1.40
N 0.14 0.70 0.26
C -1.16 0.93 -0.16
C -2.24 0.62 0.67
C -3.54 0.81 0.24
C -3.80 1.34 -1.02
C -5.20 1.58 -1.50
C -2.73 1.64 -1.85
C -1.41 1.43 -1.45
N -0.33 1.74 -2.30
C -0.32 2.66 -3.30
C 0.97 2.71 -3.79
C 1.68 1.77 -3.04
N 0.88 1.20 -2.15
C 1.77 0.79 2.01
C 2.22 1.36 3.20
N 2.52 -0.25 1.43
C 3.29 -1.13 2.10
C 3.98 -1.88 1.16
C 3.56 -1.37 -0.06
N 2.67 -0.39 0.11
H 1.26 3.34 5.72
H 2.74 3.80 4.89
H 2.63 2.23 5.67
H -0.13 3.71 3.65
H -0.95 2.74 1.56
H -2.02 0.21 1.64
H -4.35 0.54 0.90
H -5.90 1.69 -0.67
H -5.53 0.75 -2.12
H -5.24 2.49 -2.10
H -2.93 2.01 -2.85
H -1.18 3.23 -3.57
H 1.34 3.33 -4.58
H 2.73 1.52 -3.08
H 3.16 1.01 3.62
H 3.28 -1.21 3.17
H 4.67 -2.67 1.35
H 3.86 -1.67 -1.05
F -1.71 -6.15 1.34
C -1.46 -5.14 0.50
C -0.54 -4.15 0.84
F 0.13 -4.21 2.00
C -0.30 -3.11 -0.03
F 0.65 -2.19 0.33
C -0.98 -2.94 -1.25
S -0.83 -1.55 -2.21
C -1.84 -4.00 -1.59
F -2.45 -3.99 -2.79
C -2.09 -5.06 -0.74
F -2.96 -6.01 -1.10
N 2.07 -1.42 -2.90
H 2.99 -1.22 -3.29
H 1.38 -1.20 -3.62
H 2.01 -2.42 -2.73
*
```

Values from the calculation:
Gap between HOMO and LUMO (spin up / spin down)   0.229 / 0.204 Eh
LUMO (spin up / spin down)   0.189 / 0.195 eV
ΔE to the lowest compared entry with this formula, charge and spin   12.3 kcal per mole
Highest occupied orbital energy (spin up / spin down)   -6.054 / -5.361 eV

=====

# 3
# C2H9FHfO3P2

C2H9FHfO3P2 as an isolated structure (ωB97M-V/def2-TZVPD, the OMol25 dataset).

ORCA input file:
```
! wB97M-V def2-TZVPD RIJCOSX def2/J DEFGRID3
* xyz 4 1
C 2.62 0.22 0.27
C 1.63 -0.91 -0.21
F 1.94 -1.11 -1.55
P -0.26 -0.22 -0.03
P -2.89 0.65 0.16
O -2.92 0.78 1.61
O -2.96 1.98 -0.62
O -3.76 -0.43 -0.49
H 3.74 0.01 0.15
H 2.39 0.40 1.32
H 2.40 1.14 -0.25
H 1.72 -1.88 0.36
H -0.88 -1.42 -0.43
H -0.08 0.77 -1.01
H -0.14 0.10 1.33
H -2.15 2.52 -0.60
H -4.40 -0.80 0.16
Hf 4.00 -1.79 -0.16
*
```

Values from the calculation:
Gap between HOMO and LUMO   0.187 Eh
LUMO   -19.398 eV
ΔE to the lowest compared entry with this formula, charge and spin   0.0 kcal per mole
Highest occupied orbital energy   -24.480 eV

=====

# 4
# C17H24FeNO

C17H24FeNO as an isolated structure (ωB97M-V/def2-TZVPD, the OMol25 dataset).

ORCA input file:
```
! wB97M-V def2-TZVPD RIJCOSX def2/J DEFGRID3
* xyz -1 5
C -0.04 -0.63 3.30
N 1.36 -0.63 3.03
C 2.02 -1.91 3.20
C 3.44 -1.79 3.73
O 4.09 -0.62 3.26
C 3.43 0.57 3.72
C 2.01 0.66 3.20
H -0.31 0.26 3.89
H -0.63 -0.58 2.39
H -0.33 -1.55 3.81
H 1.43 -2.51 3.92
H 2.03 -2.44 2.23
H 3.38 -1.78 4.84
H 4.06 -2.64 3.39
H 3.38 0.57 4.83
H 4.04 1.41 3.36
H 2.01 1.19 2.23
H 1.42 1.25 3.91
C -1.21 -1.16 0.31
C -1.83 -1.33 -1.01
C -1.19 -0.97 -2.19
C -1.78 -1.05 -3.55
C -0.86 -0.46 -4.48
C 0.29 0.05 -3.74
C 0.09 -0.22 -2.34
Fe -1.40 0.82 -3.05
C -2.05 2.02 -1.59
C -3.13 1.59 -2.46
C -2.79 1.97 -3.82
C -1.49 2.64 -3.79
C -1.04 2.66 -2.41
H -1.99 -1.21 1.08
H -0.45 -1.93 0.50
H -0.70 -0.19 0.36
H -2.79 -1.82 -1.09
H -2.72 -1.56 -3.75
H -0.97 -0.47 -5.57
H 1.17 0.51 -4.18
H 0.76 0.00 -1.51
H -2.05 1.97 -0.50
H -4.07 1.15 -2.13
H -3.43 1.87 -4.69
H -1.00 3.11 -4.63
H -0.15 3.16 -2.04
*
```

Values from the calculation:
Gap between HOMO and LUMO (spin up / spin down)   0.102 / 0.106 Eh
LUMO (spin up / spin down)   2.775 / 0.879 eV
ΔE to the lowest compared entry with this formula, charge and spin   18.2 kcal per mole
Highest occupied orbital energy (spin up / spin down)   0.001 / -2.012 eV